3
Properties=species:S:1:pos:R:3 method="wB97M-V/def2-TZVPD" energy_ev=-16055.122 smiles="O=NCl" homo_lumo_gap_ev="8.87 / 8.87" e_homo_ev="-10.98 / -10.96" de_lowest_kcal_mol=49.8 e_lumo_ev="-2.10 / -2.10" max_force_ev_per_a=10.5
N 0.473 -0.141 0.184
O -0.159 1.032 0.750
Cl -0.314 -0.891 -0.934



16
Properties=species:S:1:pos:R:3 method="wB97M-V/def2-TZVPD" energy_ev=-12823.388 homo_lumo_gap_ev=7.56 e_homo_ev=-13.23 de_lowest_kcal_mol=153.0 e_lumo_ev=-5.67 max_force_ev_per_a=4.1 total_charge=+1
C -1.647 -0.518 0.143
C -0.974 -1.712 0.058
C -1.026 0.712 0.447
C 0.471 -1.694 0.146
C 1.298 1.763 0.020
C 2.474 1.030 -0.031
N 0.226 0.997 0.179
N 1.085 -0.625 -0.206
N 2.368 -0.302 0.062
O 3.207 -1.127 0.191
H -2.754 -0.370 0.318
H -1.385 -2.795 -0.035
H -1.606 1.366 1.050
H 0.981 -2.527 0.633
H 1.299 2.744 -0.230
H 3.441 1.539 0.068



19
Properties=species:S:1:pos:R:3 method="wB97M-V/def2-TZVPD" energy_ev=-8802.853 homo_lumo_gap_ev=6.29 e_homo_ev=-13.62 de_lowest_kcal_mol=112.6 e_lumo_ev=-7.33 max_force_ev_per_a=2.8 total_charge=+1
C -1.946 -0.265 -0.231
C -0.630 0.296 -0.581
C 0.625 -0.406 -0.497
C 1.465 -0.080 0.840
N 1.505 1.328 1.267
N 1.488 -0.208 -1.655
N -2.205 -0.727 1.109
H -2.719 0.450 -0.515
H -1.986 -1.131 -0.912
H -0.691 1.059 -1.362
H 0.623 1.772 1.058
H 2.452 -0.420 0.570
H 1.041 -0.617 1.685
H 2.207 1.845 0.748
H 0.364 -1.463 -0.376
H 1.279 0.591 -2.238
H 1.554 -1.051 -2.207
H -2.985 -0.247 1.530
H -1.441 -0.727 1.767



116
Properties=species:S:1:pos:R:3 method="wB97M-V/def2-TZVPD" spin_multiplicity=2 energy_ev=-101651.199 homo_lumo_gap_ev="5.60 / 5.83" e_homo_ev="-10.13 / -10.26" de_lowest_kcal_mol=0.0 e_lumo_ev="-4.53 / -4.43" max_force_ev_per_a=0.5 s_squared=1.0488 total_charge=+1
Co -1.145 -0.412 -0.167
C 5.012 0.724 -4.101
C 4.632 -0.499 -3.254
C 4.837 -1.780 -4.079
C 5.551 -0.552 -2.036
C 3.165 -0.397 -2.857
C 2.745 -0.383 -1.572
C 1.345 -0.321 -1.298
N 0.743 -0.250 -0.111
C 1.236 -0.055 1.135
C 2.507 0.465 1.482
C 2.819 0.654 2.794
C 1.855 0.254 3.769
C 0.596 -0.228 3.519
C 0.222 -0.311 2.142
O -0.969 -0.565 1.743
C -0.304 -0.589 4.713
C -0.611 0.686 5.510
C 0.450 -1.585 5.610
C -1.637 -1.242 4.325
C 4.139 1.324 3.187
C 4.395 1.265 4.694
C 4.075 2.796 2.753
C 5.310 0.635 2.474
C 0.363 -0.369 -2.384
O -0.867 -0.400 -2.079
C 0.831 -0.331 -3.752
C 2.177 -0.335 -3.916
C -0.157 -0.302 -4.916
C 0.562 -0.215 -6.262
C -1.067 0.930 -4.786
C -0.993 -1.593 -4.914
H 6.058 0.649 -4.405
H 4.887 1.648 -3.534
H 4.412 0.801 -5.009
H 5.893 -1.890 -4.331
H 4.275 -1.758 -5.014
H 4.526 -2.662 -3.516
H 6.588 -0.606 -2.370
H 5.359 -1.432 -1.417
H 5.453 0.341 -1.413
H 3.446 -0.468 -0.760
H 3.186 0.783 0.705
H 2.135 0.361 4.808
H 0.299 1.179 5.857
H -1.213 0.443 6.388
H -1.170 1.400 4.901
H 1.342 -1.145 6.057
H 0.754 -2.468 5.044
H -0.199 -1.910 6.425
H -2.266 -0.578 3.733
H -2.172 -1.496 5.242
H -1.483 -2.161 3.758
H 3.644 1.820 5.261
H 5.363 1.717 4.912
H 4.419 0.238 5.063
H 3.249 3.314 3.247
H 3.934 2.884 1.674
H 5.003 3.309 3.017
H 5.350 -0.428 2.720
H 6.252 1.091 2.784
H 5.245 0.731 1.388
H 2.556 -0.317 -4.928
H 1.167 0.691 -6.346
H -0.182 -0.186 -7.058
H 1.202 -1.082 -6.444
H -0.485 1.848 -4.896
H -1.582 0.959 -3.826
H -1.821 0.915 -5.575
H -0.347 -2.466 -5.032
H -1.692 -1.576 -5.753
H -1.564 -1.710 -3.997
C -5.902 -1.593 -1.161
C -4.412 -1.356 -1.428
C -4.237 -0.247 -2.471
P -3.341 -1.085 0.045
C -3.117 -2.733 0.840
C -4.328 -3.662 0.907
C -1.955 -3.460 0.151
C -4.155 0.020 1.274
C -4.672 1.303 0.614
C -5.216 -0.600 2.181
H -6.370 -1.970 -2.072
H -6.406 -0.661 -0.907
H -6.098 -2.312 -0.371
H -3.991 -2.281 -1.844
H -4.724 0.672 -2.141
H -4.708 -0.544 -3.411
H -3.192 -0.027 -2.665
H -2.795 -2.482 1.856
H -4.642 -3.979 -0.089
H -5.185 -3.220 1.412
H -4.053 -4.564 1.458
H -2.213 -3.739 -0.874
H -1.716 -4.379 0.690
H -1.040 -2.860 0.117
H -3.298 0.291 1.902
H -5.612 1.131 0.092
H -3.965 1.722 -0.103
H -4.861 2.059 1.379
H -6.091 -0.927 1.620
H -5.552 0.149 2.902
H -4.830 -1.447 2.748
C -2.330 4.070 -0.338
Sb -1.051 2.413 0.056
C 0.620 3.133 -1.061
C -0.401 3.036 1.989
H -1.726 4.977 -0.321
H -3.102 4.133 0.428
H -2.802 3.965 -1.313
H 0.952 4.075 -0.626
H 0.316 3.303 -2.094
H 1.444 2.419 -1.051
H -0.019 4.053 1.909
H 0.384 2.380 2.368
H -1.245 3.018 2.680



19
Properties=species:S:1:pos:R:3 method="wB97M-V/def2-TZVPD" energy_ev=-8803.358 smiles="[H]/N=C(/C)N(C)[NH2+]C" homo_lumo_gap_ev=10.51 e_homo_ev=-14.05 de_lowest_kcal_mol=100.9 e_lumo_ev=-3.54 max_force_ev_per_a=4.1 total_charge=+1
C 1.325 -0.702 0.256
C 2.526 -0.116 -0.220
C 0.069 1.698 -0.318
C -1.910 -0.858 -0.613
N 1.263 -1.881 0.636
N 0.170 0.298 0.393
N -1.238 -0.330 0.671
H 2.675 0.697 0.442
H 3.348 -0.898 -0.063
H 2.563 0.321 -1.193
H -0.635 1.826 -1.069
H -0.162 2.409 0.410
H 0.995 1.856 -0.783
H -1.172 -0.962 -1.444
H -2.435 -1.856 -0.419
H -2.586 -0.099 -0.890
H 0.411 -2.232 1.080
H -1.060 -1.189 1.204
H -1.894 0.258 1.165



21
Properties=species:S:1:pos:R:3 method="wB97M-V/def2-TZVPD" energy_ev=-10414.947 homo_lumo_gap_ev=9.13 e_homo_ev=-13.45 de_lowest_kcal_mol=74.9 e_lumo_ev=-4.32 max_force_ev_per_a=5.2 total_charge=+1
C 0.250 -0.972 2.145
C -1.227 -0.855 2.118
C 2.093 1.055 0.143
C -1.866 0.495 -1.583
C 1.485 -0.286 0.097
N 0.922 -0.741 1.083
N -0.313 0.656 -1.831
O 1.649 -0.945 -1.030
H 0.754 -1.621 2.927
H -1.608 -1.792 1.944
H -1.371 -0.344 1.183
H -1.704 -0.367 2.991
H 2.545 1.373 1.123
H 2.786 1.243 -0.747
H 1.223 1.756 -0.141
H -2.186 1.356 -0.984
H -2.497 0.372 -2.455
H -1.968 -0.401 -1.043
H -0.046 0.290 -2.747
H -0.257 1.596 -2.010
H 1.334 -1.869 -1.186